DFT (wB97M-V/def2-TZVPD) results for a 2-piece molecular cluster, C43H49N4O overall in a non-equilibrium geometry.

Calculated values
- energy (a.u.) = -1961.946162
- ΔE to the lowest compared entry with this formula, charge and spin (kJ/mol) = 15.4
- charge = +1
- max |F| (eV Å⁻¹) = 3.24

CARTESIAN COORDINATES (ANGSTROEM)
C: -1.047 -2.062 -6.164
C: -1.439 -2.112 -4.719
C: -0.737 -2.949 -3.851
C: -0.991 -2.962 -2.481
C: -0.136 -3.830 -1.611
C: -2.032 -2.155 -1.973
N: -2.355 -2.260 -0.588
C: -2.405 -1.268 0.324
N: -2.494 -1.846 1.563
C: -2.604 -1.114 2.767
C: -3.374 0.067 2.785
C: -4.111 0.530 1.574
C: -3.496 0.774 3.982
C: -2.800 0.402 5.130
C: -2.786 1.325 6.313
C: -2.130 -0.831 5.117
C: -2.001 -1.589 3.951
C: -1.245 -2.882 4.015
C: -2.912 -3.259 1.458
C: -2.827 -3.552 -0.017
C: -2.800 -1.349 -2.840
C: -4.002 -0.601 -2.345
C: -2.478 -1.331 -4.202
H: -1.735 -1.433 -6.739
H: -0.030 -1.657 -6.277
H: -1.043 -3.069 -6.604
H: 0.030 -3.613 -4.252
H: -0.305 -3.665 -0.543
H: -0.304 -4.897 -1.835
H: 0.932 -3.644 -1.812
H: -4.307 1.601 1.657
H: -3.505 0.355 0.656
H: -5.086 0.031 1.455
H: -4.149 1.648 3.994
H: -2.091 0.967 7.078
H: -2.481 2.337 6.011
H: -3.779 1.416 6.775
H: -1.685 -1.204 6.042
H: -0.417 -2.786 4.735
H: -1.883 -3.708 4.380
H: -0.809 -3.180 3.050
H: -2.283 -3.905 2.070
H: -3.950 -3.358 1.800
H: -3.821 -3.789 -0.425
H: -2.138 -4.365 -0.256
H: -4.410 -0.023 -3.180
H: -4.805 -1.268 -2.000
H: -3.774 0.099 -1.534
H: -3.085 -0.715 -4.869
C: 4.287 0.504 -6.175
C: 4.286 0.557 -4.667
C: 4.292 1.794 -4.017
C: 4.262 1.887 -2.625
C: 4.192 3.231 -1.973
C: 4.257 0.699 -1.890
N: 4.257 0.749 -0.468
C: 3.217 1.155 0.327
C: 1.818 1.159 -0.135
C: 0.962 2.039 0.658
C: -0.375 1.894 0.888
C: -1.055 2.910 1.698
C: -2.441 3.179 1.633
C: -3.086 3.962 2.601
C: -2.339 4.577 3.611
C: -0.941 4.469 3.596
C: -0.316 3.649 2.654
O: 1.453 0.487 -1.116
N: 3.680 1.117 1.593
C: 2.983 1.480 2.809
C: 5.016 0.722 1.600
C: 5.360 0.453 0.330
C: 4.255 -0.554 -2.498
C: 4.166 -1.791 -1.670
C: 4.269 -0.610 -3.897
H: 4.333 -0.538 -6.523
H: 3.380 0.973 -6.592
H: 5.148 1.049 -6.597
H: 4.311 2.715 -4.597
H: 4.812 3.299 -1.071
H: 4.545 3.989 -2.685
H: 3.160 3.502 -1.703
H: 1.505 2.935 0.991
H: -0.941 1.034 0.500
H: -3.007 2.762 0.800
H: -4.173 4.089 2.587
H: -2.838 5.139 4.411
H: -0.331 5.005 4.328
H: 0.771 3.553 2.672
H: 3.528 1.021 3.638
H: 2.999 2.569 2.951
H: 1.950 1.121 2.807
H: 5.567 0.644 2.524
H: 6.270 0.061 -0.086
H: 4.120 -2.655 -2.338
H: 5.028 -1.927 -1.004
H: 3.256 -1.795 -1.057
H: 4.263 -1.588 -4.382

These are the Mulliken partial charges, in e, on atoms 1 to 8: -1.466 0.722 -0.821 1.604 -2.015 -0.412 0.585 -0.852

DFT (wB97M-V/def2-TZVPD) results for a 3-piece molecular cluster, C43H50BN3O3 overall in a non-equilibrium geometry.

Calculated values
- energy (a.u.) = -2083.357043
- charge = 0
- max |F| (eV Å⁻¹) = 2.44

CARTESIAN COORDINATES (ANGSTROEM)
C: -3.331 7.119 1.358
N: -3.086 5.699 1.453
C: -4.094 4.806 1.684
O: -5.274 5.084 1.867
C: -3.477 3.404 1.684
C: -4.078 2.457 0.644
C: -5.563 2.240 0.834
C: -6.452 2.543 -0.204
C: -7.830 2.429 -0.002
C: -8.319 1.961 1.226
C: -7.425 1.614 2.250
C: -6.046 1.745 2.048
N: -2.063 3.689 1.438
C: -1.146 2.702 1.363
C: 0.219 2.944 1.252
C: 1.220 1.973 1.392
C: 2.609 2.386 1.384
C: 3.589 1.530 1.958
C: 4.945 1.749 1.747
C: 5.368 2.976 1.220
C: 6.766 3.286 1.118
N: 7.901 3.553 1.012
C: 4.417 3.912 0.793
C: 3.060 3.595 0.784
C: -1.754 5.127 1.310
C: -1.192 5.493 -0.075
C: -0.853 5.655 2.443
H: -4.404 7.299 1.456
H: -2.792 7.660 2.145
H: -2.988 7.501 0.391
H: -3.603 2.962 2.692
H: -3.895 2.887 -0.352
H: -3.543 1.494 0.704
H: -6.050 2.903 -1.155
H: -8.518 2.706 -0.804
H: -9.394 1.865 1.387
H: -7.792 1.244 3.209
H: -5.332 1.485 2.835
H: -1.520 1.675 1.439
H: 0.535 3.978 1.113
H: 0.957 0.993 1.780
H: 3.270 0.667 2.539
H: 5.667 0.976 2.001
H: 4.762 4.885 0.445
H: 2.358 4.276 0.292
H: -1.938 5.245 -0.844
H: -0.969 6.568 -0.108
H: -0.279 4.939 -0.303
H: -1.411 5.628 3.389
H: 0.050 5.054 2.562
H: -0.558 6.691 2.228
C: 0.071 -6.131 -2.806
C: 1.512 -5.806 -2.494
C: 2.283 -7.122 -2.372
C: 2.229 -4.740 -3.452
C: 3.062 -5.287 -4.591
C: 1.231 -3.738 -4.031
O: 3.151 -4.073 -2.561
B: 2.748 -4.449 -1.297
C: 3.610 -4.234 -0.044
C: 3.127 -4.654 1.206
C: 4.003 -4.739 2.290
C: 5.347 -4.366 2.133
C: 5.776 -3.785 0.930
C: 4.904 -3.700 -0.156
C: 0.726 0.009 -0.275
C: 1.975 -0.696 0.100
C: -0.381 -0.828 -0.590
C: -1.188 -0.748 -1.768
C: -2.337 -1.515 -1.901
C: -2.717 -2.394 -0.870
C: -1.847 -2.625 0.206
C: -0.692 -1.881 0.322
O: 1.555 -5.152 -1.215
H: 0.043 -6.697 -3.742
H: -0.338 -6.753 -2.005
H: -0.553 -5.237 -2.904
H: 2.150 -7.746 -3.262
H: 3.359 -6.970 -2.201
H: 1.873 -7.671 -1.517
H: 2.456 -5.916 -5.251
H: 3.434 -4.438 -5.175
H: 3.920 -5.857 -4.221
H: 0.588 -4.263 -4.751
H: 0.604 -3.258 -3.266
H: 1.770 -2.956 -4.577
H: 2.082 -4.948 1.297
H: 3.639 -5.130 3.246
H: 6.054 -4.525 2.946
H: 6.806 -3.426 0.824
H: 5.213 -3.263 -1.105
H: 0.709 1.049 -0.612
H: 2.320 -1.310 -0.762
H: 2.864 -0.131 0.411
H: 1.743 -1.351 0.941
H: -0.872 -0.068 -2.571
H: -2.956 -1.433 -2.799
H: -3.682 -2.909 -0.903
H: -2.067 -3.366 0.986
H: -0.030 -2.019 1.188

These are the Mulliken partial charges, in e, on atoms 1 to 8: -0.998 0.289 0.222 -0.723 0.154 -0.630 0.451 -0.372

DFT (wB97M-V/def2-TZVPD) results for a 6-piece molecular cluster, C43H50BrF5N4O5 overall in a non-equilibrium geometry.

Calculated values
- energy (a.u.) = -5337.078501
- SMILES = CCCOC[C@](CC(=O)Br)(CC(N)(N)N)OC(=O)N(C)C(C)=O.Fc1ccccc1.Fc1ccccc1.Fc1ccccc1.Fc1ccccc1.Fc1ccccc1
- charge = 0
- max |F| (eV Å⁻¹) = 1.10

CARTESIAN COORDINATES (ANGSTROEM)
C: -2.538 -2.571 -3.216
C: -2.677 -3.479 -1.990
C: -2.245 -2.801 -0.706
O: -0.837 -2.686 -0.668
C: -0.473 -1.981 0.498
C: 1.048 -2.002 0.664
C: 1.432 -3.438 1.121
C: 2.749 -3.864 0.528
O: 3.827 -3.526 0.898
Br: 2.571 -5.125 -0.964
C: 1.560 -0.972 1.698
C: 0.647 -0.602 2.897
N: -0.431 0.270 2.442
N: 0.118 -1.771 3.592
N: 1.451 0.120 3.911
O: 1.684 -1.829 -0.616
C: 1.587 -0.625 -1.224
O: 0.603 -0.253 -1.818
N: 2.810 0.105 -1.173
C: 2.610 1.563 -1.109
C: 3.686 -0.297 -2.262
C: 3.318 0.181 -3.644
O: 4.640 -0.998 -2.057
H: -2.855 -1.557 -2.962
H: -3.164 -2.911 -4.043
H: -1.504 -2.540 -3.557
H: -3.722 -3.783 -1.881
H: -2.082 -4.386 -2.124
H: -2.718 -1.810 -0.643
H: -2.600 -3.381 0.156
H: -0.885 -0.973 0.479
H: -0.877 -2.533 1.353
H: 0.657 -4.136 0.815
H: 1.554 -3.448 2.203
H: 2.473 -1.392 2.125
H: 1.854 -0.037 1.217
H: -0.673 0.897 3.206
H: -0.089 0.874 1.703
H: -0.846 -1.916 3.321
H: 0.140 -1.587 4.587
H: 2.252 -0.445 4.181
H: 1.827 0.958 3.478
H: 2.976 1.937 -0.150
H: 1.565 1.839 -1.232
H: 3.196 2.068 -1.880
H: 4.172 0.712 -4.068
H: 2.455 0.841 -3.657
H: 3.134 -0.693 -4.269
F: -4.293 -4.930 1.147
C: -4.392 -4.458 2.413
C: -3.279 -3.864 2.977
C: -3.364 -3.385 4.275
C: -4.548 -3.511 4.989
C: -5.649 -4.116 4.398
C: -5.580 -4.598 3.097
H: -2.363 -3.794 2.407
H: -2.499 -2.922 4.732
H: -4.613 -3.141 6.003
H: -6.571 -4.220 4.954
H: -6.427 -5.070 2.620
F: 5.552 3.470 -2.572
C: 5.895 3.928 -1.349
C: 5.859 5.288 -1.118
C: 6.205 5.758 0.140
C: 6.582 4.871 1.139
C: 6.613 3.508 0.878
C: 6.267 3.023 -0.375
H: 5.566 5.961 -1.914
H: 6.179 6.821 0.341
H: 6.853 5.242 2.118
H: 6.911 2.813 1.652
H: 6.287 1.964 -0.595
F: -0.591 2.145 0.105
C: -1.396 3.230 -0.021
C: -0.973 4.255 -0.840
C: -1.784 5.371 -0.977
C: -2.996 5.442 -0.303
C: -3.393 4.393 0.516
C: -2.589 3.271 0.668
H: -0.023 4.181 -1.352
H: -1.458 6.180 -1.615
H: -3.625 6.315 -0.409
H: -4.333 4.447 1.048
H: -2.882 2.440 1.295
F: 0.681 7.388 -0.688
C: 1.645 8.260 -1.054
C: 2.945 7.803 -1.122
C: 3.942 8.693 -1.493
C: 3.629 10.014 -1.782
C: 2.314 10.448 -1.696
C: 1.305 9.568 -1.328
H: 3.165 6.771 -0.883
H: 4.967 8.352 -1.557
H: 4.410 10.706 -2.070
H: 2.068 11.478 -1.914
H: 0.273 9.884 -1.258
F: -5.613 -10.612 -0.063
C: -5.300 -9.538 -0.818
C: -4.947 -8.362 -0.188
C: -4.625 -7.261 -0.969
C: -4.663 -7.351 -2.354
C: -5.023 -8.547 -2.962
C: -5.344 -9.656 -2.192
H: -4.927 -8.314 0.892
H: -4.342 -6.335 -0.493
H: -4.411 -6.490 -2.959
H: -5.056 -8.619 -4.041
H: -5.622 -10.599 -2.643

These are the Mulliken partial charges, in e, on atoms 1 to 8: -1.285 -0.343 0.458 -0.144 -1.682 2.491 -1.428 0.469

DFT (wB97M-V/def2-TZVPD) results for C43H50Cl2N3O2P3S2W as an isolated structure in a non-equilibrium geometry.

Calculated values
- energy (a.u.) = -4790.821799
- charge = +2
- max |F| (eV Å⁻¹) = 1.25

CARTESIAN COORDINATES (ANGSTROEM)
W: -0.149 -0.060 -0.537
S: 2.049 -0.707 -1.712
P: 2.667 -0.845 0.195
C: 1.145 -0.594 1.073
P: 0.351 -2.060 1.621
S: -1.294 -1.958 0.422
C: -0.127 -2.125 3.340
C: 0.565 -1.374 4.283
C: 0.222 -1.465 5.623
C: -0.815 -2.301 6.012
C: -1.502 -3.057 5.069
C: -1.160 -2.974 3.730
C: 1.076 -3.675 1.306
C: 1.099 -4.191 0.009
C: 1.620 -5.450 -0.225
C: 2.118 -6.202 0.832
C: 2.094 -5.695 2.123
C: 1.574 -4.433 2.364
C: 3.891 0.425 0.556
C: 4.742 0.881 -0.443
C: 5.817 1.693 -0.112
C: 6.044 2.045 1.212
C: 5.188 1.596 2.211
C: 4.116 0.781 1.885
C: 3.719 -2.292 0.446
C: 4.250 -2.943 -0.661
C: 5.239 -3.902 -0.485
C: 5.691 -4.208 0.788
C: 5.155 -3.561 1.896
C: 4.173 -2.601 1.727
H: 1.365 -0.714 3.967
H: 0.754 -0.880 6.361
H: -1.092 -2.365 7.056
H: -2.303 -3.714 5.380
H: -1.698 -3.568 3.000
H: 0.702 -3.613 -0.817
H: 1.633 -5.851 -1.229
H: 2.516 -7.191 0.649
H: 2.475 -6.284 2.945
H: 1.552 -4.052 3.377
H: 4.574 0.600 -1.476
H: 6.485 2.045 -0.887
H: 6.890 2.668 1.467
H: 5.363 1.875 3.242
H: 3.444 0.438 2.664
H: 3.903 -2.706 -1.658
H: 5.656 -4.405 -1.346
H: 6.465 -4.952 0.922
H: 5.509 -3.800 2.889
H: 3.774 -2.092 2.598
Cl: -1.573 0.799 3.146
C: -0.930 2.411 3.437
Cl: 0.231 2.869 2.191
H: -0.427 2.415 4.397
H: -1.753 3.115 3.416
C: -5.905 1.141 1.169
C: -4.952 0.207 1.613
C: -3.707 0.145 1.050
C: -3.316 0.991 -0.015
C: -2.018 1.002 -0.668
C: -1.933 1.680 -1.874
C: -2.975 2.443 -2.424
C: -4.136 2.574 -1.725
C: -4.331 1.855 -0.525
C: -5.596 1.939 0.110
H: -6.875 1.200 1.643
H: -5.207 -0.481 2.409
H: -3.022 -0.596 1.416
H: -1.041 1.611 -2.483
H: -2.841 2.922 -3.385
H: -4.945 3.188 -2.099
H: -6.323 2.634 -0.289
C: 1.904 5.530 -0.431
N: 1.843 4.071 -0.304
C: 2.850 3.568 0.619
P: 1.073 3.156 -1.407
O: 0.712 1.775 -0.802
N: -0.255 3.999 -1.854
C: -1.144 4.531 -0.815
C: -0.349 4.725 -3.119
N: 2.010 2.858 -2.713
C: 1.604 1.927 -3.764
C: 3.007 3.826 -3.167
H: 1.620 5.989 0.518
H: 1.241 5.898 -1.207
H: 2.923 5.843 -0.671
H: 2.756 2.496 0.721
H: 3.856 3.811 0.267
H: 2.701 4.025 1.598
H: -1.076 3.929 0.088
H: -2.173 4.496 -1.173
H: -0.892 5.566 -0.576
H: 0.015 5.752 -3.026
H: -1.397 4.769 -3.418
H: 0.205 4.224 -3.907
H: 0.844 1.237 -3.406
H: 2.466 1.339 -4.082
H: 1.213 2.461 -4.635
H: 3.361 4.435 -2.339
H: 2.611 4.480 -3.949
H: 3.862 3.283 -3.573
C: -1.668 -1.604 -2.818
O: -0.716 -0.880 -2.050
H: -1.966 -0.963 -3.646
H: -1.204 -2.519 -3.180
H: -2.530 -1.825 -2.187

These are the Mulliken partial charges, in e, on atoms 1 to 8: -0.437 -0.713 1.136 -0.190 1.690 -0.685 0.042 -0.010